[1]
Below is a structure of composition C10H10BrClRu, with properties calculated with ωB97M-V/def2-TZVPD.

<S²>	6.033
relative energy (zero: lowest compared OMol25 entry of this formula, charge and spin)	0.0	kcal/mol
gap between HOMO and LUMO (alpha / beta)	6.362 / 5.822	eV
HOMO (alpha / beta)	-6.7 / -8.1	eV
total energy	-3516.01371	Eh
2S+1	5

Element x y z (Å)
C -2.701001 0.121785 1.284268
C -1.666129 1.083915 1.208507
C -0.385640 0.403237 1.517710
H -1.698245 2.155864 1.061966
C -0.758684 -0.988488 1.831987
C -2.154931 -1.123831 1.644226
H -2.718645 -2.039511 1.854927
H -3.760604 0.318270 1.118148
H 0.511899 0.867895 1.919864
H -0.117050 -1.774363 2.249529
Ru 0.167847 -0.195190 -0.348671
Cl -0.427907 -2.410738 -0.635798
C 1.463482 -0.507516 -2.230371
C 2.194835 -0.842447 -1.040058
C 2.298728 0.342809 -0.224384
H 2.615566 -1.813953 -0.796760
C 1.603538 1.401394 -0.917270
C 1.164496 0.892812 -2.191247
H 0.638795 1.433791 -2.977707
H 1.163259 -1.202254 -3.009389
H 2.833511 0.414296 0.714998
H 1.500342 2.427420 -0.558189
Br -1.767463 1.034802 -1.476286

Atoms 1-6, force components in eV/Å:
C -0.106 -0.651 0.732
C 0.787 -0.548 0.845
C -1.043 -0.956 1.857
H -0.345 -0.203 0.099
C -0.070 1.480 0.262
C -0.760 0.758 0.443

Formally, the Mulliken partial charges of the atoms, in units of the elementary charge, are as follows: number 1, C, carries -0.211; number 2, C, carries -1.100; number 3, C, carries 0.265; number 4, H, carries 0.496; number 5, C, carries -0.853; number 6, C, carries -0.181; number 7, H, carries 0.421; number 8, H, carries 0.432; number 9, H, carries 0.635; number 10, H, carries 0.449; number 11, Ru, carries 0.301; number 12, Cl, carries -0.423; number 13, C, carries -0.575; number 14, C, carries -0.308; number 15, C, carries -0.492; number 16, H, carries 0.427; number 17, C, carries -0.703; number 18, C, carries -0.086; number 19, H, carries 0.548; number 20, H, carries 0.366; number 21, H, carries 0.495; number 22, H, carries 0.380; number 23, Br, carries -0.281


[2]
Below is a cluster of 3 separate species, C5H14N2O3 in total, with properties calculated with ωB97M-V/def2-TZVPD.

relative energy (zero: lowest compared OMol25 entry of this formula, charge and spin)	40.2	kcal/mol
gap between HOMO and LUMO	9.721	eV
HOMO	-8.9	eV
total energy	-534.11436	Eh

Element x y z (Å)
C 2.388675 -0.557977 0.978701
C 0.085564 0.835732 2.432794
N 2.454559 -1.022363 -0.241739
O 0.422606 -0.393270 1.855215
O 2.582554 -1.367156 2.003563
H 1.679223 -1.162883 2.458606
H 2.428574 0.520143 1.101184
H 2.087474 -0.421944 -1.004035
H 2.405891 -2.026083 -0.352667
H -0.464661 0.699062 3.374629
H -0.550074 1.446912 1.771018
H 0.971815 1.453814 2.673865
C -2.257513 -0.306324 -0.305946
C -1.287621 0.692094 -2.829401
N -0.838649 -0.146443 -0.579403
C -0.320463 0.329251 -1.721251
O 0.902807 0.471078 -1.898065
H -0.224282 -0.317990 0.242123
H -2.348249 -0.726585 0.693930
H -2.737487 -0.990115 -1.010359
H -2.795083 0.646316 -0.326907
H -1.873215 -0.177247 -3.137371
H -1.992362 1.459049 -2.500212
H -0.720082 1.062932 -3.678273

Atoms 1-6, force components in eV/Å:
C 0.022 -0.190 -0.004
C 0.050 -0.124 -0.041
N -0.144 0.038 0.188
O 0.095 0.081 0.026
O -0.043 0.108 -0.218
H -0.002 0.091 -0.053

Formally, the Mulliken partial charges of the atoms, in units of the elementary charge, are as follows: number 1, C, carries 0.289; number 2, C, carries -0.618; number 3, N, carries -0.299; number 4, O, carries -0.954; number 5, O, carries -0.568; number 6, H, carries 0.440; number 7, H, carries 0.368; number 8, H, carries 0.316; number 9, H, carries 0.252; number 10, H, carries 0.246; number 11, H, carries 0.248; number 12, H, carries 0.246; number 13, C, carries -1.091; number 14, C, carries -1.221; number 15, N, carries -0.026; number 16, C, carries 0.904; number 17, O, carries -0.800; number 18, H, carries 0.287; number 19, H, carries 0.359; number 20, H, carries 0.346; number 21, H, carries 0.319; number 22, H, carries 0.322; number 23, H, carries 0.321; number 24, H, carries 0.316


[3]
Below is a cluster of 4 separate species, C4H14O3 in total, with properties calculated with ωB97M-V/def2-TZVPD.

relative energy (zero: lowest compared OMol25 entry of this formula, charge and spin)	36.9	kcal/mol
gap between HOMO and LUMO	9.753	eV
HOMO	-9.3	eV
total energy	-386.46804	Eh

Element x y z (Å)
C -0.529510 -0.613780 -2.037449
C -0.636181 -1.126603 -0.627537
C 0.267823 -1.958017 -0.141119
C 0.109755 -2.544540 1.225892
H -1.392360 -1.036491 -2.573528
H -0.795346 0.453304 -2.108243
H 0.383081 -0.594161 -2.626363
H -1.549863 -0.831138 -0.137688
H 1.109773 -2.373703 -0.679002
H 0.982155 -2.580863 1.883016
H -0.122822 -3.624602 1.191798
H -0.737690 -2.213146 1.828243
O 0.005536 3.134424 1.291909
H 0.454924 3.722478 0.683480
H -0.054982 2.272915 0.870091
O 2.696487 0.495649 2.096055
H 2.496660 1.112134 1.395874
H 2.262160 0.829256 2.887781
O -1.698127 2.633524 -1.093035
H -1.251929 3.039931 -1.840073
H -1.999544 1.803429 -1.490101

Atoms 1-6, force components in eV/Å:
C -1.746 1.326 -0.434
C 1.377 0.169 -1.756
C -0.609 -0.478 1.775
C -0.360 -1.675 0.953
H 0.546 -0.304 -0.442
H 0.084 -0.045 0.485

Formally, the Mulliken partial charges of the atoms, in units of the elementary charge, are as follows: number 1, C, carries -1.071; number 2, C, carries -0.076; number 3, C, carries 0.072; number 4, C, carries -1.274; number 5, H, carries 0.308; number 6, H, carries 0.049; number 7, H, carries 0.359; number 8, H, carries 0.305; number 9, H, carries 0.336; number 10, H, carries 0.335; number 11, H, carries 0.331; number 12, H, carries 0.311; number 13, O, carries -0.615; number 14, H, carries 0.303; number 15, H, carries 0.291; number 16, O, carries -0.620; number 17, H, carries 0.303; number 18, H, carries 0.318; number 19, O, carries -0.601; number 20, H, carries 0.321; number 21, H, carries 0.315


[4]
Below is the molecule C6H13N, with properties calculated with ωB97M-V/def2-TZVPD.

relative energy (zero: lowest compared OMol25 entry of this formula, charge and spin)	14.2	kcal/mol
gap between HOMO and LUMO	9.958	eV
HOMO	-8.9	eV
total energy	-291.13616	Eh

Element x y z (Å)
C 0.352411 -2.239886 -0.805568
C 0.967641 -0.820903 -0.841573
C 0.152135 0.097166 0.031410
C -0.689552 0.985330 -0.488589
N -0.722031 1.267389 -1.901987
C 0.221043 -0.186307 1.505386
C -0.231426 0.967645 2.435963
H 0.489038 -2.746453 0.150734
H 0.882684 -2.824849 -1.567788
H -0.702703 -2.250144 -1.071091
H 0.934171 -0.504521 -1.881903
H 2.008356 -0.918617 -0.546354
H -1.451687 1.461771 0.121598
H -1.658899 1.054626 -2.231604
H -0.569886 2.261217 -2.037259
H 1.202953 -0.531999 1.801672
H -0.465382 -1.004372 1.735035
H 0.425455 1.018864 3.294877
H -0.241805 1.887985 1.866815
H -1.259011 0.821428 2.770891

Atoms 1-6, force components in eV/Å:
C 0.665 -0.126 -0.422
C -0.704 -0.500 -0.171
C 0.359 -0.182 -0.136
C 0.068 -0.162 -0.183
N -0.272 -0.121 0.247
C -1.042 0.302 0.638

Formally, the Mulliken partial charges of the atoms, in units of the elementary charge, are as follows: number 1, C, carries -1.161; number 2, C, carries -0.746; number 3, C, carries 0.290; number 4, C, carries -0.347; number 5, N, carries -0.582; number 6, C, carries -0.318; number 7, C, carries -1.312; number 8, H, carries 0.308; number 9, H, carries 0.373; number 10, H, carries 0.326; number 11, H, carries 0.374; number 12, H, carries 0.319; number 13, H, carries 0.343; number 14, H, carries 0.229; number 15, H, carries 0.232; number 16, H, carries 0.409; number 17, H, carries 0.252; number 18, H, carries 0.336; number 19, H, carries 0.360; number 20, H, carries 0.313


Q: Among the records above, which one has the lowest total energy?
A: C10H10BrClRu